[1]
ORCA calculation (wB97M-V/def2-TZVPD) on C42H53BCrN7O2S3 as an isolated structure.

Last column: Mulliken charge in e.
Positions of all 109 atoms, in Å:
Cr 0.529 -0.027 -0.249  0.51
C -4.163 1.267 1.335  -1.74
C -2.891 1.316 2.106  0.18
C -2.688 2.143 3.168  -0.30
C -1.429 2.181 3.817  -0.32
N -0.463 1.379 3.460  -0.52
N -0.661 0.557 2.424  1.28
B 0.537 -0.320 2.072  -0.19
N 1.868 0.121 2.678  0.16
N 1.937 0.143 4.028  -0.37
C 3.056 0.528 4.569  0.06
C 4.143 1.001 3.780  -0.65
C 4.108 0.891 2.430  0.04
C 5.231 1.299 1.538  -1.75
C 2.910 0.339 1.868  0.73
S 2.861 -0.126 0.236  -0.28
C 3.228 0.424 6.072  2.37
C 3.532 1.815 6.643  -1.56
C 4.408 -0.516 6.348  -1.87
C 1.986 -0.144 6.738  -1.29
N 0.264 -1.825 2.119  0.58
N -0.124 -2.053 3.400  -0.23
C -0.367 -3.270 3.778  0.06
C -0.171 -4.354 2.877  -0.71
C 0.176 -4.131 1.583  0.39
C 0.346 -5.233 0.596  -1.83
C 0.350 -2.765 1.160  0.85
S 0.608 -2.422 -0.483  -0.65
C -0.855 -3.488 5.194  2.36
C -1.120 -2.150 5.881  -1.79
C 0.216 -4.270 5.964  -1.66
C -2.159 -4.295 5.148  -1.77
C -1.776 0.539 1.677  0.90
S -1.793 -0.325 0.215  -0.54
C -1.132 3.111 4.979  2.06
C -1.339 2.311 6.268  -1.29
C -2.065 4.323 4.976  -2.18
C 0.313 3.597 4.867  -1.19
H -4.925 1.873 1.820  0.43
H -4.523 0.244 1.243  0.39
H -3.999 1.643 0.323  0.26
H -3.482 2.793 3.502  0.46
H 5.014 1.408 4.269  0.48
H 6.036 1.743 2.118  0.43
H 4.878 2.014 0.794  0.29
H 5.621 0.441 0.989  0.40
H 4.490 2.204 6.301  0.40
H 3.577 1.758 7.730  0.48
H 2.757 2.531 6.376  0.19
H 5.328 -0.177 5.876  0.36
H 4.197 -1.524 5.991  0.35
H 4.587 -0.567 7.420  0.50
H 1.152 0.548 6.687  0.05
H 2.202 -0.337 7.787  0.60
H 1.679 -1.079 6.270  -0.10
H -0.321 -5.363 3.226  0.43
H 0.214 -6.197 1.080  0.41
H 1.333 -5.193 0.137  0.36
H -0.381 -5.136 -0.210  0.39
H -0.229 -1.527 5.914  -0.11
H -1.456 -2.334 6.900  0.62
H -1.893 -1.584 5.363  0.34
H 1.156 -3.720 5.993  0.26
H 0.406 -5.248 5.524  0.37
H -0.113 -4.430 6.990  0.48
H -2.928 -3.767 4.585  0.38
H -2.526 -4.444 6.162  0.47
H -2.026 -5.278 4.702  0.35
H -2.390 2.064 6.413  0.40
H -1.010 2.895 7.126  0.45
H -0.775 1.383 6.240  -0.09
H -3.099 4.053 5.186  0.41
H -2.027 4.856 4.027  0.42
H -1.752 5.016 5.755  0.44
H 1.006 2.760 4.817  -0.20
H 0.556 4.206 5.738  0.58
H 0.456 4.197 3.969  0.36
C 4.138 3.758 -2.875  -2.03
C 3.352 2.479 -2.891  1.24
C 4.012 1.289 -3.155  -1.02
C 3.319 0.092 -3.217  -1.00
C 1.971 0.085 -2.928  -1.07
C 1.301 1.274 -2.622  1.36
N -0.089 1.058 -2.282  0.42
C -1.096 2.034 -1.999  -0.25
C -2.171 2.064 -2.882  -0.61
C -3.254 2.900 -2.667  -0.91
C -3.264 3.742 -1.566  -0.78
C -2.194 3.718 -0.690  -1.86
C -1.114 2.860 -0.871  2.00
C -0.073 2.876 0.216  0.49
O 0.074 3.850 0.928  -0.75
O 0.606 1.785 0.359  -0.35
C 1.962 2.502 -2.678  0.37
C 1.273 3.834 -2.598  -1.75
H 5.205 3.547 -2.832  0.43
H 3.877 4.383 -2.022  0.37
H 3.957 4.349 -3.774  0.41
H 5.077 1.307 -3.338  0.42
H 3.824 -0.830 -3.462  0.42
H 1.416 -0.845 -2.955  0.62
H -0.479 0.405 -2.957  0.31
H -2.154 1.431 -3.759  0.54
H -4.075 2.900 -3.366  0.43
H -4.092 4.413 -1.396  0.45
H -2.167 4.370 0.172  0.51
H 0.242 3.786 -2.932  0.28
H 1.785 4.545 -3.242  0.64
H 1.279 4.249 -1.589  0.34

Values from the calculation:
Relative energy (zero: lowest compared OMol25 entry of this formula, charge and spin)   0.000 eV
E_LUMO (alpha / beta)   -3.18 / -4.11 eV
Total charge   +1
Multiplicity   5
Frontier orbital gap (alpha / beta)   7.022 / 6.473 eV
E_tot   -120543.0239 eV


[2]
ORCA calculation (wB97M-V/def2-TZVPD) on C42H56BBiN5O4P2 as an isolated structure at a distorted geometry.

Last column: Mulliken charge in e.
Positions of all 111 atoms, in Å:
Bi 0.649 -0.479 0.094  1.08
C 4.109 -4.257 1.588  -1.65
C 2.883 -3.624 0.906  2.17
C 3.242 -3.422 -0.545  -1.72
C 1.662 -4.584 0.894  -1.91
P 2.453 -1.958 1.711  -0.95
C 4.044 -1.055 1.884  -1.25
N 3.950 0.169 1.117  0.35
B 2.901 0.534 0.257  0.96
N 3.388 1.792 -0.386  0.36
C 2.858 2.626 -1.438  -1.96
P 1.265 1.948 -2.118  -0.17
C 0.016 3.196 -1.498  1.46
C -1.403 2.494 -1.452  -1.08
C 0.003 4.427 -2.398  -1.60
C 0.288 3.588 -0.006  -1.24
C 1.524 1.990 -4.058  1.77
C 0.245 1.636 -4.795  -1.62
C 2.458 0.742 -4.457  -1.69
C 2.054 3.359 -4.505  -1.63
C 4.593 2.134 0.174  0.46
C 5.307 3.341 0.056  -0.72
C 6.509 3.411 0.779  -0.74
C 6.933 2.361 1.564  -0.73
C 6.199 1.195 1.803  -0.69
C 5.030 1.059 1.015  0.21
C 1.772 -1.991 3.475  2.01
C 2.830 -2.677 4.300  -1.80
C 0.403 -2.716 3.455  -1.22
C 1.428 -0.553 3.914  -1.73
H 3.909 -5.364 1.697  0.40
H 4.313 -3.841 2.576  0.32
H 5.045 -4.136 0.994  0.37
H 3.710 -4.359 -0.960  0.53
H 3.832 -2.506 -0.614  0.36
H 2.357 -3.250 -1.203  0.15
H 1.990 -5.484 0.326  0.58
H 0.817 -4.036 0.410  0.17
H 1.506 -4.898 1.961  0.44
H 4.872 -1.667 1.481  0.52
H 4.278 -0.893 2.965  0.64
H 3.566 2.747 -2.205  1.01
H 2.666 3.603 -1.010  0.63
H -1.609 1.970 -2.429  0.28
H -2.203 3.321 -1.326  0.42
H -1.418 1.749 -0.659  0.03
H -0.479 4.249 -3.377  0.20
H 1.035 4.716 -2.537  0.35
H -0.487 5.291 -1.916  0.48
H 0.233 2.654 0.595  -0.02
H -0.451 4.328 0.410  0.47
H 1.248 4.044 0.202  0.40
H -0.147 0.678 -4.445  0.16
H 0.470 1.433 -5.860  0.54
H -0.502 2.470 -4.746  0.29
H 2.089 -0.216 -4.047  0.20
H 3.470 0.926 -4.094  0.34
H 2.491 0.609 -5.547  0.57
H 1.204 3.954 -4.936  0.31
H 2.846 3.224 -5.317  0.39
H 2.537 3.906 -3.722  0.30
H 4.878 4.184 -0.467  0.46
H 7.176 4.243 0.666  0.41
H 7.944 2.463 2.041  0.31
H 6.474 0.525 2.556  0.55
H 2.921 -3.735 4.123  0.40
H 2.597 -2.565 5.371  0.47
H 3.843 -2.299 4.194  0.32
H 0.422 -3.777 3.144  0.23
H -0.286 -2.200 2.751  0.24
H -0.162 -2.643 4.422  0.43
H 2.310 0.084 4.139  0.25
H 0.943 -0.715 4.876  0.67
H 0.698 -0.018 3.286  0.21
O 0.305 -2.192 -3.415  -0.60
C -0.337 -2.233 -2.393  0.14
O 0.163 -2.216 -1.162  -0.38
C -1.837 -2.442 -2.346  0.54
C -2.236 -3.341 -3.384  -1.05
C -3.493 -3.898 -3.391  -1.01
C -4.315 -3.534 -2.307  0.68
O -5.475 -4.152 -1.878  -0.46
C -5.946 -3.386 -0.743  -0.27
O -4.951 -2.364 -0.502  -0.36
C -3.904 -2.559 -1.385  1.03
C -2.675 -1.932 -1.416  -0.63
H -1.446 -3.568 -4.106  0.46
H -3.844 -4.613 -4.092  0.50
H -5.950 -4.044 0.128  0.29
H -6.848 -2.841 -0.905  0.31
H -2.344 -1.235 -0.683  0.26
N -11.018 1.638 2.212  -0.48
C -9.865 1.471 2.052  0.01
C -8.462 1.408 1.772  0.60
C -7.892 0.121 1.515  -1.25
C -6.544 0.053 1.514  0.24
C -5.769 1.231 1.792  1.49
C -6.375 2.489 1.881  -0.33
C -7.745 2.581 1.857  -1.05
N -4.371 1.158 2.074  0.28
C -3.561 2.281 2.479  -0.57
C -2.294 1.861 2.506  -0.72
N -2.252 0.502 2.026  -0.16
C -3.471 0.144 1.795  -0.28
H -8.612 -0.673 1.255  0.40
H -6.006 -0.874 1.195  -0.13
H -5.737 3.393 1.882  0.23
H -8.273 3.499 2.043  0.45
H -3.994 3.213 2.733  0.42
H -1.408 2.468 2.765  0.40
H -3.756 -0.867 1.530  0.50

Values from the calculation:
Relative energy (zero: lowest compared OMol25 entry of this formula, charge and spin)   2.195 eV
E_LUMO   -3.59 eV
Total charge   +1
Frontier orbital gap   6.576 eV
E_tot   -85190.2023 eV


[3]
ORCA calculation (wB97M-V/def2-TZVPD) on a 8-piece molecular cluster, C42H56BrIN2O23 overall at a distorted geometry.

Last column: Mulliken charge in e.
Positions of all 125 atoms, in Å:
C 1.602 4.020 0.423  -0.51
O 1.127 4.020 -0.929  -0.38
C -0.297 4.024 -1.009  -0.52
C -1.014 2.835 -0.270  0.10
C -0.886 1.424 -0.990  -0.88
C 0.586 1.007 -1.299  0.69
N 1.101 1.380 -2.493  -0.39
C 2.427 1.007 -2.669  0.15
C 3.091 1.407 -3.947  -0.44
C 4.478 1.081 -4.187  0.60
C 5.114 1.534 -5.546  0.05
C 4.626 2.999 -5.842  0.08
O 4.104 3.283 -6.880  -0.46
I 4.923 4.584 -4.398  0.03
C 5.268 0.341 -3.157  -0.92
C 4.603 -0.056 -1.941  -0.43
C 3.165 0.273 -1.635  0.39
N 2.674 -0.172 -0.414  -0.56
C 1.393 0.227 -0.311  -0.15
Br 0.485 -0.246 1.376  -0.18
H 0.798 4.328 1.154  0.31
H 2.550 4.596 0.568  0.30
H 1.833 2.938 0.688  0.02
H -0.606 4.024 -2.095  0.27
H -0.736 4.980 -0.576  0.33
H -0.728 2.710 0.809  -0.07
H -2.110 3.086 -0.264  0.34
H -1.405 1.474 -1.989  0.31
H -1.438 0.638 -0.404  0.51
H 2.495 1.972 -4.702  0.45
H 4.806 0.860 -6.382  -0.18
H 6.227 1.571 -5.389  0.38
H 6.342 0.091 -3.303  0.35
H 5.181 -0.641 -1.178  0.40
C -5.610 6.530 -0.938  -1.38
C -4.362 5.764 -1.308  0.64
C -4.049 5.775 -2.777  -0.39
O -3.297 4.569 -2.927  -0.32
C -3.720 3.720 -1.951  0.67
O -3.432 2.565 -1.891  -0.56
O -4.515 4.363 -1.056  -0.36
H -5.908 6.303 0.088  0.36
H -5.450 7.606 -1.028  0.40
H -6.448 6.248 -1.577  0.22
H -3.514 6.118 -0.712  0.28
H -3.460 6.642 -3.077  0.35
H -4.937 5.708 -3.411  0.11
C -2.076 -0.576 5.903  -1.52
C -0.842 0.181 5.478  0.84
C -0.220 1.004 6.569  -0.52
O 0.451 2.022 5.827  -0.36
C -0.232 2.176 4.661  0.56
O -0.053 3.062 3.884  -0.52
O -1.155 1.184 4.501  -0.36
H -2.603 -0.968 5.031  0.34
H -1.809 -1.414 6.565  0.43
H -2.779 0.078 6.428  0.34
H -0.118 -0.507 5.028  0.18
H 0.484 0.435 7.176  0.29
H -0.953 1.483 7.224  0.31
C -6.823 1.521 -6.329  -1.45
C -7.626 2.599 -5.639  0.51
C -7.461 3.969 -6.233  -0.53
O -7.757 4.812 -5.119  -0.32
C -7.435 4.110 -3.999  0.63
O -7.386 4.571 -2.901  -0.53
O -7.169 2.809 -4.299  -0.31
H -6.808 0.612 -5.727  0.36
H -7.245 1.289 -7.309  0.38
H -5.783 1.828 -6.462  0.34
H -8.680 2.306 -5.588  0.27
H -8.148 4.157 -7.058  0.31
H -6.440 4.180 -6.562  0.30
C -3.407 -6.754 5.140  -1.42
C -3.180 -5.582 6.068  0.49
C -4.030 -4.384 5.758  -0.51
O -3.240 -3.316 6.287  -0.29
C -1.946 -3.719 6.232  0.64
O -1.003 -3.009 6.427  -0.63
O -1.856 -5.042 5.920  -0.23
H -2.623 -7.498 5.266  0.31
H -4.372 -7.223 5.336  0.39
H -3.378 -6.439 4.094  0.36
H -3.294 -5.900 7.109  0.24
H -5.005 -4.423 6.241  0.30
H -4.166 -4.212 4.687  0.33
C 4.444 1.179 2.502  -1.08
C 4.972 0.008 3.295  0.55
C 5.298 0.327 4.726  -0.48
O 6.288 -0.655 5.031  -0.34
C 6.909 -0.965 3.859  0.62
O 7.901 -1.616 3.771  -0.54
O 6.243 -0.425 2.799  -0.34
H 4.439 0.947 1.435  0.07
H 3.429 1.434 2.811  0.31
H 5.078 2.061 2.628  0.37
H 4.279 -0.837 3.218  0.22
H 4.437 0.230 5.387  0.27
H 5.743 1.317 4.860  0.34
C 2.204 -7.490 7.645  -1.45
C 0.980 -8.071 6.975  0.53
C -0.227 -7.177 7.015  -0.45
O -1.295 -8.121 6.925  -0.24
C -0.835 -9.290 7.458  0.54
O -1.517 -10.233 7.705  -0.55
O 0.508 -9.229 7.674  -0.36
H 2.967 -8.258 7.780  0.38
H 2.624 -6.677 7.050  0.38
H 1.965 -7.105 8.639  0.35
H 1.223 -8.375 5.952  0.28
H -0.256 -6.475 6.188  0.36
H -0.332 -6.629 7.956  0.23
C 3.325 -0.446 -8.847  -1.48
C 4.580 -1.211 -9.200  0.62
C 4.913 -1.211 -10.665  -0.47
O 5.669 -2.414 -10.799  -0.32
C 5.237 -3.260 -9.822  0.62
O 5.524 -4.411 -9.750  -0.52
O 4.426 -2.609 -8.939  -0.35
H 3.018 -0.667 -7.823  0.33
H 3.484 0.630 -8.943  0.37
H 2.493 -0.733 -9.494  0.42
H 5.420 -0.851 -8.596  0.19
H 5.503 -0.345 -10.964  0.31
H 4.033 -1.284 -11.311  0.29

Values from the calculation:
SMILES   COCCCc1nc2cc(CC(=O)I)ccc2nc1Br.C[C@@H]1COC(=O)O1.C[C@@H]1COC(=O)O1.C[C@@H]1COC(=O)O1.C[C@@H]1COC(=O)O1.C[C@@H]1COC(=O)O1.C[C@@H]1COC(=O)O1.C[C@@H]1COC(=O)O1
E_LUMO   -0.55 eV
Total charge   0
Frontier orbital gap   8.311 eV
E_tot   -172677.9219 eV


[4]
ORCA calculation (wB97M-V/def2-TZVPD) on C42H56CaN8OS3 as an isolated structure.

Last column: Mulliken charge in e.
Positions of all 111 atoms, in Å:
Ca 1.103 -0.155 0.238  1.81
S -1.234 -1.778 -0.351  -0.16
C -2.638 -0.873 -0.408  0.20
N -3.754 -1.324 -0.953  0.19
C -4.951 -0.486 -1.030  -0.56
C -5.094 0.243 0.277  -0.85
N -3.877 1.008 0.522  0.29
C -4.098 2.325 1.156  -1.49
C -4.757 3.276 0.191  0.60
C -6.060 3.706 0.410  -0.22
C -6.678 4.564 -0.492  -0.68
C -5.992 4.991 -1.616  -0.44
C -4.688 4.567 -1.838  -0.74
C -4.070 3.716 -0.939  -0.10
C -2.684 0.562 0.165  0.44
S -1.293 1.478 0.289  -0.38
C -3.876 -2.652 -1.590  -1.89
C -3.934 -2.559 -3.090  0.61
C -2.762 -2.384 -3.822  -0.08
C -2.812 -2.319 -5.204  -0.67
C -4.029 -2.417 -5.866  -0.56
C -5.196 -2.595 -5.142  -0.66
C -5.145 -2.672 -3.758  -0.39
H -5.802 -1.140 -1.206  0.54
H -4.872 0.203 -1.874  0.19
H -5.269 -0.445 1.110  0.26
H -5.920 0.950 0.227  0.51
H -3.135 2.685 1.506  0.53
H -4.742 2.144 2.020  0.43
H -6.594 3.381 1.295  0.41
H -7.690 4.899 -0.311  0.41
H -6.469 5.662 -2.318  0.40
H -4.152 4.916 -2.710  0.43
H -3.046 3.401 -1.099  0.40
H -4.797 -3.087 -1.195  0.58
H -3.041 -3.259 -1.255  0.64
H -1.810 -2.337 -3.306  0.51
H -1.898 -2.221 -5.776  0.55
H -4.063 -2.372 -6.946  0.43
H -6.144 -2.689 -5.654  0.41
H -6.057 -2.840 -3.196  0.40
C 1.174 -2.872 4.903  -1.22
N 0.698 -1.813 4.028  0.23
C -0.314 -2.222 3.086  -0.91
C 1.417 -0.671 3.815  -0.21
N 1.438 -0.152 2.609  0.36
C 1.828 1.209 2.477  -0.10
C 1.080 2.174 3.112  -0.65
C 1.409 3.535 3.054  -1.30
C 2.497 3.924 2.338  -0.96
C 3.269 2.982 1.615  1.30
C 4.384 3.455 0.886  -1.03
C 5.148 2.599 0.154  -1.09
C 4.804 1.241 0.103  -0.82
C 3.750 0.714 0.816  1.03
N 3.361 -0.631 0.566  0.39
C 4.245 -1.592 0.471  -0.19
N 3.933 -2.692 -0.276  0.18
C 2.826 -2.639 -1.200  -1.37
C 4.331 -4.032 0.133  -1.20
N 5.465 -1.605 1.073  0.38
C 5.698 -0.936 2.335  -0.88
C 6.638 -2.168 0.425  -1.29
C 2.935 1.593 1.633  -0.08
N 2.041 -0.163 4.915  0.45
C 1.394 -0.178 6.219  -1.28
C 3.245 0.643 4.871  -0.90
H 0.434 -3.112 5.669  0.33
H 2.101 -2.581 5.386  0.40
H 1.362 -3.773 4.312  0.36
H -1.086 -2.787 3.612  0.46
H 0.095 -2.869 2.299  0.25
H -0.766 -1.350 2.619  0.09
H 0.228 1.843 3.695  0.66
H 0.808 4.259 3.588  0.49
H 2.791 4.964 2.293  0.46
H 4.608 4.513 0.919  0.49
H 5.997 2.959 -0.412  0.43
H 5.369 0.575 -0.537  0.56
H 2.771 -1.657 -1.666  0.43
H 1.863 -2.873 -0.712  0.33
H 2.971 -3.389 -1.979  0.44
H 4.887 -3.990 1.064  0.42
H 4.947 -4.515 -0.628  0.33
H 3.438 -4.643 0.294  0.37
H 4.749 -0.811 2.851  0.11
H 6.173 0.040 2.212  0.26
H 6.341 -1.568 2.949  0.49
H 6.408 -2.420 -0.607  0.39
H 7.001 -3.062 0.937  0.40
H 7.435 -1.421 0.432  0.39
H 0.396 -0.600 6.142  0.39
H 1.310 0.849 6.583  0.37
H 1.968 -0.753 6.949  0.36
H 3.739 0.554 3.909  0.11
H 3.928 0.288 5.646  0.45
H 3.031 1.700 5.050  0.25
O 1.056 0.250 -1.993  -1.06
S 0.352 -0.219 -3.245  0.41
C 1.304 0.367 -4.649  -0.80
C 0.261 0.507 -5.755  -0.64
C -1.041 1.065 -5.129  -0.67
C -0.932 0.993 -3.601  -0.12
H 2.101 -0.340 -4.867  0.49
H 1.738 1.325 -4.354  0.38
H 0.078 -0.462 -6.220  0.20
H 0.641 1.161 -6.537  0.38
H -1.902 0.494 -5.470  0.26
H -1.208 2.099 -5.424  0.38
H -1.852 0.699 -3.098  -0.11
H -0.569 1.919 -3.149  0.53

Values from the calculation:
Relative energy (zero: lowest compared OMol25 entry of this formula, charge and spin)   0.000 eV
E_LUMO   -5.47 eV
Total charge   +2
Frontier orbital gap   6.430 eV
E_tot   -109367.8293 eV